The following is a DFT calculation (ωB97M-V/def2-TZVPD) of 2 unconnected molecules or ions with the total composition C9H14 in a non-equilibrium geometry.

Computed properties:
Total energy = -351.25430 Ha
2S+1 = 1
HOMO level = -8.9366 eV
SMILES = Cc1ccccc1.CC

Geometry as XYZ:
```
23
Properties=species:S:1:pos:R:3:forces:R:3:nbo_charge:R:1
C -3.0330 -1.8803 0.1015 1.07 1.26 1.45 -0.60
C -2.5537 -0.6810 1.1345 -1.28 -0.41 -2.98 -0.64
H -3.7020 -2.5741 0.6150 0.24 -0.21 -0.47 0.21
H -3.5600 -1.3020 -0.6657 -0.06 -0.58 0.05 0.20
H -2.1285 -2.3171 -0.3857 -0.92 -0.16 0.65 0.21
H -2.5999 -0.6815 2.2214 0.49 -0.99 -0.11 0.21
H -3.3663 0.0192 0.8552 0.96 0.50 0.36 0.20
H -1.5914 -0.4233 0.6484 -0.47 0.58 1.06 0.21
C 0.0802 2.1611 0.3714 -1.79 0.28 -0.46 -0.66
C 1.8188 0.4346 0.8300 -1.88 -0.35 0.91 -0.20
C 1.1099 1.1977 -0.1340 1.20 -0.58 0.66 -0.04
C 2.5402 -0.7018 0.4220 0.67 0.99 -1.24 -0.23
C 2.6889 -0.9147 -0.9891 2.01 -2.34 0.94 -0.21
C 1.4720 1.0410 -1.4805 -0.98 1.47 0.03 -0.20
C 2.2457 -0.0209 -1.9545 -1.06 0.31 1.71 -0.23
H 1.4909 0.7260 1.9007 1.20 -0.98 -1.60 0.22
H 3.1711 -1.3391 1.0730 -0.92 0.49 -0.20 0.22
H -1.0119 1.8631 0.3820 1.04 -0.17 -1.36 0.23
H 0.1552 3.1747 0.0250 -0.02 0.38 -1.01 0.22
H 3.3393 -1.8757 -1.2207 -1.53 2.16 0.01 0.21
H 1.1200 1.8703 -2.1380 0.10 -1.09 0.11 0.21
H 2.2870 -0.1353 -3.0109 0.64 -0.32 -0.58 0.22
H 0.0274 2.3593 1.3989 1.30 -0.24 2.08 0.22
```
Positions in Å, forces in eV/Å.